{"formula": "C22H19BrClIrNO4S", "method": "the ωB97M-V functional and the def2-TZVPD basis", "charge": -1, "e_above_lowest_kcal_mol": 10.8, "species": ["Ir", "Br", "C", "C", "C", "C", "C", "C", "C", "O", "O", "H", "H", "H", "H", "Cl", "C", "C", "C", "C", "N", "C", "H", "H", "H", "H", "C", "C", "C", "C", "C", "C", "C", "C", "C", "C", "O", "O", "H", "H", "H", "H", "H", "H", "H", "H", "H", "H", "H", "S"], "positions_angstrom": [[-2.162, 0.953, 0.765], [-6.173, -4.143, -3.312], [-4.487, -3.875, -2.469], [-3.494, -4.824, -2.640], [-2.269, -4.626, -2.023], [-2.050, -3.502, -1.243], [-3.056, -2.557, -1.087], [-4.285, -2.738, -1.708], [-2.805, -1.341, -0.242], [-2.750, -0.228, -0.846], [-2.646, -1.451, 0.988], [-3.678, -5.700, -3.247], [-1.482, -5.358, -2.151], [-1.100, -3.347, -0.748], [-5.064, -1.996, -1.598], [-2.713, 3.574, 5.780], [-1.828, 2.466, 4.785], [-0.896, 1.612, 5.353], [-0.222, 0.765, 4.485], [-0.514, 0.789, 3.138], [-1.442, 1.605, 2.602], [-2.083, 2.440, 3.432], [-0.712, 1.613, 6.417], [0.524, 0.073, 4.849], [-0.011, 0.145, 2.430], [-2.831, 3.070, 2.969], [5.871, 0.711, -2.024], [4.438, 0.860, -1.591], [3.418, 0.181, -2.246], [2.087, 0.327, -1.872], [0.996, -0.427, -2.577], [1.778, 1.188, -0.819], [2.783, 1.881, -0.145], [2.424, 2.797, 0.990], [4.104, 1.703, -0.538], [0.341, 1.384, -0.414], [-0.170, 0.387, 0.261], [-0.266, 2.400, -0.710], [5.990, -0.132, -2.705], [6.530, 0.550, -1.169], [6.222, 1.607, -2.541], [3.663, -0.482, -3.070], [1.379, -0.922, -3.470], [0.182, 0.239, -2.868], [0.558, -1.178, -1.917], [1.942, 2.243, 1.800], [1.713, 3.555, 0.660], [3.310, 3.289, 1.393], [4.888, 2.238, -0.012], [-3.952, 2.179, 0.907]], "atomic_forces_ev_per_a": [[-1.0974, 0.1467, 1.2126], [0.0424, 0.0059, 0.0227], [-0.0447, -0.0119, -0.0265], [-0.0436, -0.0494, -0.0500], [0.0511, 0.0113, 0.0179], [-0.0323, -0.0140, 0.0507], [-0.0167, 0.0205, 0.0580], [-0.0019, 0.0477, -0.0364], [-0.1164, -0.1933, 0.0672], [-0.2329, 0.2666, -0.2325], [0.6201, -0.3196, -0.2623], [-0.0007, -0.0063, -0.0009], [0.0043, -0.0088, -0.0070], [0.0076, -0.0014, 0.0163], [-0.0005, 0.0154, -0.0030], [-0.0648, 0.0868, 0.0835], [0.2653, -0.1404, 0.2306], [-0.0735, 0.0330, -0.3256], [0.0092, 0.1190, 0.1967], [0.1035, 0.1111, -0.2978], [-0.3355, -0.4792, 0.3911], [0.0642, 0.2158, -0.4569], [0.0051, 0.0167, 0.0318], [0.0013, -0.0035, 0.0076], [-0.0419, -0.0553, 0.0235], [-0.0666, -0.0384, 0.0273], [0.0506, -0.0179, -0.0097], [-0.0303, -0.0308, -0.0370], [0.0405, 0.0174, 0.0013], [0.0255, 0.0693, 0.1055], [-0.0452, -0.0511, -0.0381], [0.0192, -0.0793, -0.0439], [-0.0151, -0.0443, -0.0568], [0.0235, 0.0681, 0.0696], [-0.0429, 0.0210, 0.0194], [-0.3001, -0.4572, 0.2006], [0.0669, 0.6108, -0.2966], [0.6613, 0.2388, -0.2992], [0.0017, -0.0084, -0.0103], [0.0048, 0.0031, 0.0091], [0.0032, 0.0077, -0.0064], [0.0118, -0.0033, -0.0071], [-0.0044, -0.0067, -0.0027], [-0.0133, 0.0078, 0.0012], [-0.0044, 0.0025, -0.0008], [-0.0119, -0.0007, 0.0039], [-0.0079, 0.0050, 0.0006], [0.0068, -0.0002, 0.0046], [0.0099, 0.0055, 0.0045], [0.5449, -0.1320, -0.3502]], "nbo_charge": [0.90, 0.02, -0.06, -0.26, -0.22, -0.14, -0.10, -0.23, 0.74, -0.65, -0.68, 0.22, 0.21, 0.22, 0.24, 0.00, -0.07, -0.19, -0.25, 0.04, -0.38, 0.03, 0.22, 0.22, 0.25, 0.26, -0.62, -0.03, -0.23, 0.02, -0.64, -0.06, 0.01, -0.64, -0.23, 0.75, -0.80, -0.65, 0.21, 0.21, 0.21, 0.19, 0.20, 0.24, 0.23, 0.22, 0.24, 0.20, 0.19, -0.56]}



{"formula": "C22H19Co2N2O6", "method": "the ωB97M-V functional and the def2-TZVPD basis", "energy_ev": -113630.767, "charge": 1, "species": ["C", "C", "N", "C", "C", "C", "C", "N", "C", "H", "H", "H", "H", "H", "H", "H", "H", "H", "H", "H", "H", "O", "C", "Co", "C", "O", "C", "O", "C", "C", "C", "C", "C", "C", "C", "C", "C", "Co", "C", "O", "C", "O", "C", "O", "H", "H", "H", "H", "H", "H", "H"], "positions_angstrom": [[0.798, 2.212, 0.322], [-0.071, 1.810, 1.467], [-0.431, 0.394, 1.354], [0.686, -0.427, 1.065], [0.840, -1.939, 1.294], [2.230, -2.275, 0.680], [2.821, -0.955, 0.194], [1.782, 0.020, 0.515], [2.066, 1.401, 0.221], [0.202, 2.064, -0.587], [1.034, 3.269, 0.481], [0.455, 1.937, 2.419], [-0.969, 2.441, 1.445], [0.872, -2.160, 2.375], [0.044, -2.523, 0.804], [2.924, -2.738, 1.400], [2.158, -2.966, -0.172], [3.787, -0.735, 0.683], [3.013, -0.984, -0.895], [2.460, 1.469, -0.804], [2.865, 1.796, 0.880], [0.335, -1.294, 5.212], [-0.473, -0.469, 5.292], [-1.776, 0.698, 5.188], [-3.096, -0.451, 5.428], [-3.890, -1.236, 5.676], [-1.947, 1.238, 6.933], [-1.759, 1.126, 8.059], [-1.841, 2.124, 4.049], [-1.692, 0.972, 3.374], [-1.390, 0.020, 2.331], [-2.837, -0.573, 1.946], [-2.881, -1.705, 1.130], [-3.987, -2.568, 1.116], [-5.150, -2.263, 1.812], [-5.184, -1.075, 2.540], [-4.062, -0.224, 2.594], [-3.163, 2.714, 5.573], [-3.182, 3.620, 7.077], [-3.211, 4.180, 8.090], [-4.673, 1.810, 5.603], [-5.726, 1.315, 5.632], [-3.733, 3.999, 4.556], [-4.137, 4.844, 3.886], [-1.217, 3.033, 3.932], [-1.015, -0.866, 2.872], [-2.018, -1.881, 0.492], [-3.920, -3.491, 0.548], [-5.987, -2.955, 1.821], [-6.102, -0.818, 3.082], [-4.251, 0.769, 3.039]], "atomic_forces_ev_per_a": [[-0.1027, 0.4970, -0.4254], [0.0519, 0.4242, -0.1942], [3.1909, -0.7503, -1.3022], [-1.7654, -0.0693, 0.5011], [0.0885, 0.0972, -0.0503], [0.2381, -0.5559, -0.1159], [0.3080, -0.6651, -0.2584], [0.3421, 0.6126, 0.0638], [0.3922, 1.0522, -0.3513], [0.2070, 0.3611, 0.0038], [0.0108, -0.1268, -0.4687], [-0.1528, 0.2240, 0.0126], [0.2091, -0.4503, 0.1728], [-0.4249, 0.1756, -0.3698], [0.1872, 0.3793, 0.4526], [-0.5526, 0.1158, -0.1371], [-0.2015, 0.1628, 0.4237], [-0.6087, 0.3155, -0.0701], [-0.2280, 0.3356, 0.4746], [-0.0576, -0.1472, 0.2864], [-0.3986, -0.4356, -0.0991], [-1.4622, 1.4446, 0.1055], [2.0638, -1.4563, 0.0947], [-0.7725, -2.4110, 1.9566], [-1.2990, -2.0224, 0.3882], [0.9510, 1.0315, -0.3383], [1.1905, 0.0693, 0.6266], [-0.5678, 0.3901, -0.5247], [0.9777, 2.5550, -1.9837], [-0.4739, 1.9613, 2.3163], [-2.5226, -2.6531, 0.9224], [-0.8210, -0.0361, -0.1328], [0.0851, 0.0611, 0.2967], [0.2703, 0.2097, -0.4619], [0.6499, 0.1332, 0.4221], [0.2300, 0.2545, -0.1996], [-0.0551, 0.2397, -0.5218], [0.4976, -1.1335, -0.9008], [0.9608, 1.9035, 3.2902], [-0.2604, -1.2277, -2.3186], [-3.6675, -1.7976, -0.4987], [2.5556, 1.2596, 0.0763], [-0.8259, 1.9614, -1.4960], [0.6996, -1.4312, 1.1051], [-0.3422, -0.5020, -0.3807], [0.1500, 0.2331, -0.3638], [-0.1079, -0.4120, 0.1966], [-0.0617, 0.2011, -0.0581], [0.1044, 0.1633, -0.0406], [0.4848, 0.1284, -0.2642], [0.6355, -0.6698, 0.1382]], "nbo_charge": [-0.43, -0.22, -0.38, 0.60, -0.47, -0.42, -0.21, -0.32, -0.22, 0.23, 0.25, 0.20, 0.25, 0.27, 0.26, 0.24, 0.24, 0.23, 0.23, 0.23, 0.23, -0.49, 0.60, 0.00, 0.59, -0.46, 0.44, -0.47, -0.59, 0.05, -0.19, -0.03, -0.21, -0.20, -0.19, -0.21, -0.16, -0.01, 0.51, -0.46, 0.46, -0.49, 0.62, -0.46, 0.23, 0.23, 0.20, 0.23, 0.23, 0.24, 0.22]}



{"formula": "C22H19F10N4O6ReS", "method": "the ωB97M-V functional and the def2-TZVPD basis", "multiplicity": 2, "charge": 1, "e_above_lowest_kcal_mol": 9.4, "species": ["Re", "C", "C", "N", "C", "C", "C", "S", "N", "C", "O", "C", "C", "C", "C", "C", "C", "H", "H", "H", "H", "H", "H", "H", "H", "H", "H", "H", "H", "H", "H", "H", "F", "C", "C", "N", "C", "C", "O", "O", "C", "O", "N", "C", "O", "H", "H", "H", "H", "F", "C", "F", "F", "C", "O", "C", "F", "F", "F", "C", "F", "F", "F"], "positions_angstrom": [[1.066, -0.495, 0.310], [-1.940, 4.159, -2.503], [-2.186, 3.979, -1.010], [-0.997, 3.464, -0.282], [-0.196, 4.449, 0.485], [0.904, 5.091, -0.348], [-0.702, 2.177, -0.367], [0.812, 1.710, 0.493], [-1.500, 1.410, -1.083], [-1.443, 0.109, -1.284], [-0.574, -0.712, -0.811], [-2.472, -0.488, -2.146], [-2.391, -1.839, -2.486], [-3.353, -2.406, -3.302], [-4.403, -1.630, -3.776], [-4.490, -0.285, -3.439], [-3.526, 0.288, -2.628], [-2.878, 4.432, -2.989], [-1.578, 3.233, -2.950], [-1.217, 4.952, -2.697], [-3.003, 3.283, -0.847], [-2.447, 4.926, -0.548], [0.224, 3.967, 1.362], [-0.889, 5.205, 0.843], [1.614, 4.344, -0.710], [1.447, 5.810, 0.267], [0.491, 5.623, -1.206], [-1.567, -2.432, -2.115], [-3.283, -3.452, -3.572], [-5.158, -2.075, -4.412], [-5.310, 0.316, -3.811], [-3.584, 1.335, -2.359], [-0.917, -5.513, 4.010], [-0.649, -4.303, 4.485], [0.416, -3.631, 4.085], [0.715, -2.359, 4.578], [1.825, -1.608, 4.058], [1.581, -1.077, 2.681], [2.481, -0.600, 1.962], [0.384, -1.102, 2.136], [-0.123, -1.705, 5.471], [0.084, -0.566, 5.839], [-1.192, -2.462, 5.885], [-1.586, -3.740, 5.456], [-2.587, -4.265, 5.863], [1.099, -4.059, 3.361], [2.741, -2.196, 4.049], [1.980, -0.749, 4.711], [-1.799, -2.021, 6.560], [4.433, -1.739, -3.610], [3.304, -1.129, -3.259], [2.272, -1.798, -3.760], [3.295, 0.098, -3.779], [3.191, -1.044, -1.704], [1.899, -0.626, -1.411], [3.433, -2.461, -1.074], [3.087, -3.446, -1.881], [2.617, -2.563, 0.037], [4.675, -2.640, -0.676], [4.248, -0.021, -1.174], [4.336, -0.137, 0.158], [3.839, 1.219, -1.438], [5.446, -0.202, -1.702]], "atomic_forces_ev_per_a": [[-0.4909, 1.9878, 0.0375], [0.0849, 0.0005, 0.0224], [0.1296, -0.0540, -0.0977], [-0.0803, 0.1522, 0.0950], [0.0299, -0.1168, -0.2646], [-0.0171, -0.0085, -0.0537], [0.1821, 0.1363, 0.1161], [0.0792, -0.8576, -0.0595], [-0.1766, 0.0779, -0.0452], [0.3084, -0.0692, 0.1109], [-0.3718, -0.2227, 0.0554], [-0.0032, -0.0461, 0.0169], [0.0062, -0.0572, -0.0258], [0.0435, -0.0225, 0.0071], [-0.0213, 0.0158, -0.0075], [-0.0122, 0.0426, -0.0021], [-0.0752, 0.0707, -0.0360], [0.0387, 0.0024, 0.0170], [-0.0499, 0.0477, 0.0098], [-0.0247, -0.0468, -0.0016], [-0.0106, -0.0474, 0.0711], [0.0180, 0.0317, 0.0667], [-0.0372, -0.0668, 0.0775], [-0.1015, -0.0082, 0.0149], [-0.0432, 0.0565, 0.0184], [-0.0095, -0.0379, -0.0328], [0.0347, -0.0288, 0.0421], [-0.0357, -0.0016, -0.0172], [-0.0142, 0.0421, 0.0165], [0.0175, 0.0029, 0.0098], [0.0320, -0.0285, 0.0174], [0.0066, -0.0621, -0.0197], [-0.0388, -0.0528, 0.0070], [-0.3024, -0.1752, 0.0632], [0.5608, 0.4439, -0.0938], [-0.0756, -0.2379, -0.1425], [-0.1338, -0.0837, -0.0222], [-0.3622, 0.1275, -0.1730], [0.1031, -0.0708, 0.0421], [0.6516, -0.4736, -0.4997], [-0.0419, 0.1731, 0.0329], [-0.0809, -0.3072, -0.0615], [0.0000, -0.0923, -0.0339], [-0.1183, 0.1789, 0.1981], [0.0769, 0.0058, -0.0304], [0.0368, 0.0804, 0.0534], [0.0766, -0.0197, -0.0549], [0.0552, 0.0851, 0.0720], [-0.0820, 0.0599, 0.0501], [-0.0128, -0.0605, -0.0320], [-0.1298, 0.0434, 0.0831], [-0.0111, 0.0001, -0.0118], [0.0244, -0.0409, -0.0062], [0.1535, -0.0086, -0.2749], [0.4730, -0.4244, 0.5928], [-0.1743, 0.1682, -0.0329], [-0.0618, -0.0026, 0.0392], [0.1597, -0.2007, -0.0954], [0.0247, -0.0702, 0.0362], [-0.2825, 0.0483, 0.1266], [0.0517, 0.0324, 0.0248], [-0.0100, 0.0307, -0.0018], [0.0340, -0.0412, -0.0139]], "mulliken_spin": [1.00, 0.00, 0.00, 0.01, 0.00, 0.00, 0.00, -0.04, 0.00, 0.02, 0.00, 0.00, 0.01, 0.00, 0.01, 0.00, 0.00, 0.00, 0.00, 0.00, 0.00, 0.00, 0.00, 0.00, 0.00, 0.00, 0.00, 0.00, 0.00, 0.00, 0.00, 0.00, 0.00, 0.00, 0.00, 0.00, 0.00, 0.01, 0.01, -0.03, 0.00, 0.00, 0.00, 0.00, 0.00, 0.00, 0.00, 0.00, 0.00, 0.00, 0.01, 0.00, 0.00, -0.02, 0.02, 0.00, 0.00, 0.00, 0.00, -0.01, 0.01, 0.00, 0.00]}



{"formula": "C22H19IN5O7", "method": "the ωB97M-V functional and the def2-TZVPD basis", "energy_ev": -52995.722, "charge": 1, "species": ["N", "N", "N", "C", "N", "N", "C", "C", "C", "O", "I", "H", "H", "H", "H", "H", "H", "H", "C", "C", "C", "O", "C", "C", "C", "O", "H", "H", "H", "H", "C", "C", "C", "O", "C", "C", "C", "O", "H", "H", "H", "H", "C", "C", "C", "O", "C", "C", "C", "O", "H", "H", "H", "H"], "positions_angstrom": [[-0.474, 0.648, -1.525], [-0.872, 1.971, -1.389], [0.072, 2.943, -1.315], [-0.577, 4.114, -1.182], [0.054, 5.293, -1.049], [-1.893, 3.907, -1.223], [-2.051, 2.593, -1.356], [-3.355, 1.877, -1.423], [-4.398, 2.780, -2.079], [-5.177, 3.439, -1.494], [-4.284, 2.764, -4.222], [-1.132, 0.197, -2.166], [-0.549, 0.198, -0.608], [1.057, 2.727, -1.368], [-0.380, 6.125, -1.413], [0.868, 5.389, -0.467], [-3.702, 1.670, -0.403], [-3.249, 0.945, -1.979], [-2.832, -2.812, -2.526], [-3.150, -4.073, -2.804], [-3.277, -4.543, -4.212], [-3.565, -5.688, -4.464], [-3.035, -3.549, -5.292], [-2.718, -2.288, -5.009], [-2.595, -1.834, -3.609], [-2.304, -0.673, -3.354], [-2.726, -2.445, -1.512], [-3.330, -4.816, -2.037], [-3.132, -3.914, -6.306], [-2.537, -1.543, -5.773], [-1.606, -1.907, 2.883], [-1.265, -2.018, 4.164], [-0.035, -1.365, 4.693], [0.275, -1.461, 5.857], [0.803, -0.599, 3.731], [0.450, -0.487, 2.455], [-0.782, -1.118, 1.945], [-1.123, -0.980, 0.777], [-2.497, -2.366, 2.474], [-1.854, -2.578, 4.879], [1.689, -0.118, 4.127], [1.047, 0.076, 1.747], [5.390, 0.623, 4.118], [6.642, 0.187, 4.007], [7.212, -0.191, 2.687], [8.347, -0.590, 2.579], [6.327, -0.063, 1.497], [5.076, 0.374, 1.613], [4.513, 0.750, 2.931], [3.368, 1.148, 3.039], [4.952, 0.906, 5.067], [7.304, 0.085, 4.858], [6.764, -0.346, 0.548], [4.414, 0.473, 0.762]], "atomic_forces_ev_per_a": [[-0.1508, 0.1602, 0.1706], [-0.1840, -0.0916, -0.0695], [0.1675, 0.2997, 0.2468], [0.0169, -0.1760, -0.0079], [0.0643, 0.0292, -0.1573], [-0.0107, 0.2126, -0.1774], [0.1205, -0.1466, -0.0100], [-0.0966, 0.0118, 0.1818], [0.0920, 0.0318, 0.0222], [-0.0152, -0.1000, -0.0107], [0.0275, 0.0263, -0.0400], [0.2130, -0.0557, -0.1040], [-0.0377, -0.1518, -0.0546], [-0.0930, -0.1236, -0.0742], [-0.1750, -0.0275, 0.2905], [0.0476, -0.0159, -0.1661], [0.0671, 0.0140, -0.1126], [-0.0286, 0.0661, 0.0534], [0.0281, -0.0022, 0.0084], [-0.0008, 0.0103, -0.0043], [0.0021, 0.0108, 0.0076], [0.0017, 0.0002, -0.0017], [-0.0009, 0.0041, 0.0018], [-0.0232, 0.0029, -0.0069], [-0.0272, -0.0153, 0.0139], [0.0218, 0.0071, -0.0131], [0.0023, 0.0083, -0.0049], [-0.0042, -0.0128, -0.0120], [-0.0041, -0.0143, 0.0053], [0.0026, 0.0098, 0.0108], [-0.0036, -0.0061, 0.0279], [-0.0016, 0.0147, -0.0148], [0.0386, -0.0644, -0.0463], [-0.0171, 0.0102, 0.0035], [-0.0702, 0.0737, 0.1017], [0.0314, 0.0109, -0.0216], [0.0098, 0.0074, -0.0121], [-0.0503, 0.0451, 0.0165], [0.0070, -0.0046, -0.0122], [0.0118, 0.0014, 0.0125], [0.0053, -0.0316, 0.0061], [0.0097, -0.0057, 0.0054], [0.0170, -0.0008, 0.0017], [-0.0062, 0.0004, 0.0023], [-0.0093, 0.0011, -0.0127], [-0.0021, 0.0033, 0.0057], [-0.0105, 0.0041, 0.0131], [0.0020, -0.0007, -0.0107], [0.0254, 0.0212, 0.0821], [-0.0166, -0.0483, -0.1347], [-0.0097, 0.0039, -0.0051], [0.0099, -0.0056, -0.0080], [0.0140, -0.0050, 0.0070], [-0.0079, 0.0036, 0.0070]], "nbo_charge": [-0.65, 0.00, -0.35, 0.57, -0.80, -0.47, 0.45, -0.60, 0.49, -0.46, 0.06, 0.42, 0.41, 0.45, 0.44, 0.42, 0.28, 0.29, -0.27, -0.18, 0.46, -0.44, -0.19, -0.25, 0.52, -0.60, 0.24, 0.24, 0.25, 0.24, -0.25, -0.19, 0.47, -0.44, -0.19, -0.26, 0.51, -0.59, 0.24, 0.24, 0.26, 0.23, -0.24, -0.21, 0.47, -0.46, -0.21, -0.24, 0.49, -0.54, 0.24, 0.24, 0.24, 0.22]}